[1]
ORCA calculation (ωB97M-V/def2-TZVPD) on C31H31AsBr2CsI2N6O2S as an isolated structure.

E_LUMO (spin up / spin down): 3.5 / 3.5 eV
HOMO-LUMO gap (spin up / spin down): 5.220 / 5.397 eV
ΔE to the lowest compared entry with this formula, charge and spin: 0.519 eV
Net charge: -2
2S+1: 2
<S²>: 1.336

Atoms and positions in Å:
Cs -0.78983 -20.80006 -7.19330
C 0.62923 -16.43312 -8.61698
C -0.27414 -16.65746 -9.74933
C -0.45400 -15.73559 -10.81108
C -1.40908 -16.00688 -11.72186
C -2.22411 -17.18420 -11.64260
C -3.32295 -17.40328 -12.45111
Br -4.00169 -16.02895 -13.59549
C -3.96975 -18.61475 -12.36241
C -3.68635 -19.51528 -11.35331
Br -4.76723 -21.03789 -11.43617
C -2.73791 -19.34482 -10.32430
O -2.47314 -20.12174 -9.36001
C -1.88322 -18.11178 -10.53664
N -0.90431 -17.84233 -9.71445
H 1.51774 -15.90989 -9.06884
H 0.93262 -17.34049 -8.13318
H 0.14281 -15.74883 -7.92979
H 0.10430 -14.84108 -10.85802
H -1.70318 -15.25322 -12.43879
H -4.77852 -18.76887 -13.07536
S 1.08916 -18.30041 -5.09292
C 2.48090 -19.27826 -4.82345
N 3.62817 -18.68753 -5.25518
N 4.64046 -19.56249 -5.48241
C 5.94878 -19.06972 -5.36668
C 6.22275 -17.69814 -5.67784
C 7.41422 -17.18155 -5.22498
C 8.33899 -17.95840 -4.54744
C 8.11165 -19.29771 -4.34993
C 6.95279 -19.88152 -4.82882
N 2.35937 -20.55485 -4.36859
N 3.37589 -21.35825 -4.54608
C 3.12970 -22.67960 -4.52478
C 1.81921 -23.14616 -4.70361
C 1.63051 -24.51996 -4.78642
C 2.68095 -25.40241 -4.51698
C 3.95081 -24.93646 -4.22738
C 4.20644 -23.59664 -4.29901
H 4.38479 -20.52297 -5.07734
H 5.42001 -17.15212 -6.17605
H 7.66400 -16.13590 -5.39711
H 9.26736 -17.49485 -4.18754
H 8.87087 -19.87284 -3.87402
H 6.79297 -20.96393 -4.69120
H 1.01907 -22.39939 -4.82192
H 0.73540 -25.00025 -5.13731
H 2.50229 -26.46631 -4.61485
H 4.76927 -25.63283 -3.98542
H 5.17137 -23.19359 -4.06933
I 0.32936 -24.07760 -8.62740
I -1.30722 -26.89059 -7.21166
O -2.12772 -22.24182 -5.51247
N -3.24773 -22.88821 -5.81160
C -3.26176 -24.23115 -5.54807
C -4.43743 -24.94866 -5.71839
C -5.46787 -24.39546 -6.44489
C -5.41269 -23.02085 -6.81749
C -4.29669 -22.28365 -6.44767
H -2.31585 -24.54540 -5.11534
H -4.58157 -25.95928 -5.25362
H -6.36736 -24.89742 -6.66238
H -6.22056 -22.57086 -7.37576
H -4.24398 -21.19418 -6.47482
C 2.87346 -24.05950 -11.57644
As 1.50956 -22.79761 -10.91408
C 1.90331 -20.92501 -11.32784
C -0.06057 -23.15753 -11.97803
H 3.46869 -23.59173 -12.33962
H 2.39887 -24.95776 -11.92404
H 3.55374 -24.32065 -10.75609
H 2.06992 -20.81744 -12.40494
H 2.82384 -20.60693 -10.78057
H 1.02976 -20.26420 -11.12784
H -0.04700 -22.40443 -12.83973
H -0.94415 -22.97507 -11.34635
H -0.19345 -24.15555 -12.34494

Cartesian forces, eV/Å:
0.9 0.9 -0.6
1.5 1.6 -1.0
-0.6 -1.8 -0.8
-0.1 -1.3 1.2
-1.7 -0.6 -0.4
1.9 0.7 2.2
-0.5 -1.0 -0.4
0.1 -0.2 -0.1
-0.4 1.6 -0.6
0.0 -0.1 0.0
-0.3 -1.0 0.4
1.9 0.3 0.4
-0.9 0.4 -1.0
-2.4 0.3 -2.8
0.8 1.2 1.1
-0.4 -0.3 0.9
0.0 -0.3 0.4
0.1 0.0 0.4
0.6 0.9 0.1
0.3 -0.1 -0.3
0.1 -0.3 0.3
-0.3 -0.3 0.4
0.1 0.9 -0.8
0.8 -0.8 -0.1
0.7 0.9 0.3
-0.5 1.1 -0.3
-0.6 -1.5 0.5
0.1 0.8 -0.4
0.8 0.7 0.3
-0.1 0.0 -0.7
-0.4 -0.6 0.2
-0.1 -0.5 -0.2
-0.3 1.5 0.0
-0.3 -2.0 1.0
-0.1 -0.3 -0.3
0.6 -0.4 0.1
-0.5 -0.1 -0.3
0.6 -0.7 0.0
-1.1 1.3 0.1
0.6 0.0 -0.4
0.4 0.1 0.3
-0.2 -0.1 0.0
-0.4 -0.2 -0.1
0.3 -0.6 0.3
-0.1 0.7 0.0
0.4 -0.6 -0.1
-0.6 0.3 0.1
0.0 0.0 0.1
-0.4 0.3 -0.2
0.5 0.2 0.0
-0.1 -0.5 0.4
-0.1 -0.2 0.2
-2.1 -0.7 0.4
1.0 -0.7 -0.3
-0.4 1.1 0.5
0.1 -1.1 0.4
0.3 2.4 0.0
1.0 -1.3 0.5
-0.2 0.1 0.6
-0.4 -0.3 -0.1
0.7 1.0 -0.9
-0.8 -0.8 -0.1
0.1 0.1 0.1
0.2 -0.4 -0.4
0.4 0.8 0.4
-0.2 -0.4 1.4
0.5 0.5 -0.9
-0.5 2.0 -1.1
0.2 0.0 -0.6
-0.3 -0.3 -0.2
-0.4 0.1 -0.1
0.3 0.1 0.0
-0.9 -0.2 -0.3
0.6 -0.7 0.4
-0.3 -1.1 0.9
0.4 0.2 -0.2
0.4 -0.6 -0.2

=====

[2]
ORCA calculation (ωB97M-V/def2-TZVPD) on a 2-piece molecular cluster, C4H14N overall.

E_LUMO: -3.5 eV
HOMO-LUMO gap: 11.747 eV
ΔE to the lowest compared entry with this formula, charge and spin: 1.155 eV
Net charge: +1

Atoms and positions in Å:
C -1.28224 -1.40771 -0.14524
C -1.45093 -1.21657 1.35619
N -1.00764 -0.06967 -0.88249
H -0.34577 -1.95509 -0.27189
H -2.17842 -1.81980 -0.59043
H -2.42989 -1.61027 1.64355
H -1.39710 -0.17196 1.67898
H -1.76690 -0.04830 -1.56281
H -1.13857 0.67004 -0.19251
H -0.14872 -0.13954 -1.41493
H -0.84986 -1.79623 2.06983
C 1.45563 1.64327 0.42025
C 2.23994 0.90245 -0.72200
H 0.83956 0.94568 1.01617
H 2.16787 1.86174 1.21847
H 1.02137 2.59747 0.13106
H 1.79343 0.87158 -1.72100
H 2.69663 -0.04063 -0.44794
H 3.17424 1.47917 -0.84529

Cartesian forces, eV/Å:
1.7 0.2 0.8
-1.2 -0.1 1.1
-1.9 -1.7 0.2
-0.6 -0.5 -0.6
0.3 -0.4 -0.2
-0.2 0.5 -0.1
-0.1 -0.1 -0.1
0.1 0.7 -0.1
0.8 0.5 -0.5
0.6 0.7 0.4
0.7 0.2 -0.9
1.1 -1.5 0.3
0.9 1.5 0.6
-0.7 0.4 -0.6
0.3 0.3 -0.3
-0.4 -0.3 -0.1
-0.2 -0.1 0.2
-0.7 -0.6 0.2
-0.5 0.1 -0.4

=====

[3]
ORCA calculation (ωB97M-V/def2-TZVPD) on a 24-piece molecular cluster, C96H120N24 overall.

E_LUMO: 0.5 eV
HOMO-LUMO gap: 8.245 eV
ΔE to the lowest compared entry with this formula, charge and spin: 3.108 eV
Net charge: 0

Atoms and positions in Å:
N -0.91630 -4.54500 3.47347
C -2.12726 -5.10442 3.23024
C -2.88909 -4.16596 2.59775
C -2.14043 -2.92860 2.52652
C -0.94304 -3.20410 3.21507
H -0.17289 -5.10215 3.83083
H -2.33155 -6.17286 3.49487
H -3.91547 -4.32525 2.24468
H -2.47134 -1.96176 2.15162
H -0.17876 -2.55834 3.48614
N 4.18261 1.63322 -6.07280
C 4.01687 0.37273 -5.53674
C 4.56313 0.39664 -4.24937
C 5.09348 1.69174 -4.02493
C 4.76725 2.45947 -5.11148
H 3.69153 1.95103 -6.88990
H 3.56421 -0.48447 -6.04054
H 4.66468 -0.47482 -3.56377
H 5.56436 2.02110 -3.09028
H 5.03257 3.39571 -5.48542
N -5.62313 -0.92178 1.01606
C -6.23149 -1.12137 -0.10647
C -5.46568 -0.88819 -1.19250
C -4.18088 -0.53129 -0.61813
C -4.33036 -0.46482 0.75137
H -5.96996 -1.03929 1.93112
H -7.23791 -1.59925 -0.15166
H -5.79437 -0.92019 -2.20381
H -3.38206 -0.33508 -1.29130
H -3.76966 -0.05508 1.56617
N 5.35229 3.88888 3.22604
C 5.20178 2.80067 4.06286
C 5.66613 3.22889 5.32578
C 6.14299 4.58102 5.18846
C 5.93096 4.87980 3.89941
H 4.83351 4.01514 2.38452
H 4.67629 2.03196 3.64346
H 5.74815 2.49586 6.11146
H 6.67338 5.11988 5.96093
H 6.42584 5.58181 3.23759
N 3.14662 6.42392 1.91910
C 3.99248 6.24602 0.87444
C 3.26872 6.36554 -0.31042
C 1.93621 6.53449 0.08470
C 1.87341 6.52521 1.43648
H 3.34969 6.31855 2.92232
H 5.03105 6.18342 1.03044
H 3.56598 6.17241 -1.31495
H 1.23819 6.60045 -0.67584
H 1.03994 6.58281 2.11196
N 8.42448 1.07699 1.40425
C 7.85756 0.01181 0.74094
C 6.94378 -0.54398 1.51879
C 6.88181 0.23714 2.77870
C 7.84232 1.21713 2.63842
H 9.30949 1.41295 1.09849
H 8.28333 -0.31128 -0.15142
H 6.35244 -1.43457 1.29649
H 6.31780 -0.02277 3.65073
H 8.13967 2.12185 3.20028
N -3.07157 3.16575 -0.13975
C -2.73979 3.40695 1.15506
C -1.42394 3.74422 1.21609
C -0.95024 3.78573 -0.12978
C -2.03462 3.47540 -0.92771
H -3.96803 2.79087 -0.42724
H -3.52841 3.38117 1.89084
H -0.86272 4.02558 2.09859
H 0.07357 4.07625 -0.41396
H -2.02179 3.31422 -2.01464
N -2.39725 4.22113 5.03885
C -2.73146 5.29749 4.29096
C -4.07178 5.21957 3.97731
C -4.55781 4.03657 4.58639
C -3.52863 3.45350 5.27590
H -1.46195 4.08105 5.37048
H -2.00779 6.07472 4.01396
H -4.59451 5.90928 3.36236
H -5.60678 3.73802 4.57117
H -3.47282 2.44938 5.65609
N -6.59097 2.12627 0.04502
C -6.55688 3.08287 1.07639
C -6.46585 4.29584 0.48445
C -6.69168 4.13619 -0.89213
C -6.61153 2.78059 -1.14460
H -6.58064 1.15924 0.20573
H -6.67342 2.89191 2.10994
H -6.36610 5.27991 0.95504
H -7.01634 4.92565 -1.57979
H -6.56276 2.16481 -2.06588
N -1.31305 -4.62425 -6.06093
C -1.18743 -5.45656 -4.95194
C -0.84007 -6.68621 -5.34125
C -0.79656 -6.70951 -6.71186
C -1.08551 -5.44879 -7.15463
H -1.07132 -3.63195 -6.07124
H -1.34796 -5.04956 -3.98476
H -0.60211 -7.50783 -4.67240
H -0.59720 -7.67398 -7.26637
H -1.28354 -5.06288 -8.15778
N -2.44450 6.88779 0.24786
C -1.77666 7.98407 0.68653
C -2.75578 8.98901 0.92353
C -4.06085 8.40822 0.55117
C -3.79059 7.09646 0.16065
H -2.00652 6.01293 0.00234
H -0.68989 7.92747 0.81787
H -2.54518 9.97904 1.28974
H -5.03015 8.90317 0.60011
H -4.51206 6.29234 -0.01760
N -1.94347 -0.26824 4.14524
C -1.75784 -0.07162 5.48736
C -0.87548 1.00262 5.60702
C -0.67799 1.53752 4.32988
C -1.30522 0.69354 3.41740
H -2.55116 -1.04114 3.84546
H -2.01716 -0.87533 6.17059
H -0.43865 1.49283 6.44542
H -0.08687 2.44860 4.17074
H -1.54548 0.98249 2.37686
N 1.90143 -3.94541 -6.62118
C 2.09132 -3.54611 -5.35731
C 1.71490 -2.22914 -5.28156
C 1.19264 -1.84845 -6.53098
C 1.38552 -2.90650 -7.35732
H 2.10820 -4.89117 -6.89057
H 2.60009 -4.20605 -4.65759
H 1.80406 -1.60461 -4.41839
H 0.80764 -0.89943 -6.72543
H 1.11783 -3.08456 -8.37022
N -1.31129 -0.85975 -3.52892
C -2.26110 -0.09109 -4.09732
C -3.26544 -0.94099 -4.61536
C -2.84725 -2.24534 -4.28274
C -1.64371 -2.17282 -3.61373
H -0.50066 -0.55538 -3.06622
H -2.08257 0.94836 -4.20715
H -4.20410 -0.72396 -5.04496
H -3.24630 -3.14619 -4.55292
H -0.93522 -2.90569 -3.22467
N -0.76119 -5.15844 0.24480
C -0.99541 -5.38967 -1.08269
C 0.25618 -5.49236 -1.66615
C 1.28716 -5.25301 -0.74543
C 0.58190 -5.04288 0.47136
H -1.46244 -4.99728 0.94773
H -2.04145 -5.47553 -1.41572
H 0.40708 -5.70368 -2.69021
H 2.34900 -5.18907 -0.96579
H 0.99796 -4.78535 1.44812
N 3.66352 1.17113 0.99210
C 2.73941 2.10533 1.33150
C 2.81605 3.06639 0.38791
C 3.89922 2.79593 -0.51371
C 4.31776 1.56890 -0.11990
H 3.75199 0.21868 1.33889
H 2.08954 1.97106 2.20979
H 2.20302 3.90024 0.35230
H 4.11062 3.31398 -1.45723
H 5.13419 0.96505 -0.41259
N 7.40435 -5.14785 -2.40264
C 7.85904 -3.83847 -2.51301
C 6.77413 -2.99719 -2.26787
C 5.68713 -3.84952 -1.86919
C 6.08867 -5.14326 -2.03696
H 7.96200 -5.97198 -2.49086
H 8.92982 -3.54780 -2.56136
H 6.68126 -1.91590 -2.27398
H 4.66491 -3.52059 -1.75150
H 5.51049 -6.07955 -2.07404
N 1.52246 -1.45147 1.85386
C 1.68704 -0.91997 3.09169
C 2.90925 -1.39240 3.60059
C 3.49536 -2.21300 2.58914
C 2.64882 -2.14858 1.53595
H 0.76067 -1.20089 1.18242
H 0.93301 -0.30174 3.58760
H 3.29179 -1.09594 4.58840
H 4.44510 -2.74659 2.60370
H 2.81289 -2.63624 0.56246
N 0.98601 0.59793 -0.64501
C -0.25576 0.24570 -0.21894
C -0.48559 -1.04799 -0.55746
C 0.68436 -1.54398 -1.18358
C 1.52032 -0.47113 -1.27747
H 1.34726 1.57670 -0.50851
H -0.92100 1.02880 0.20730
H -1.28494 -1.69686 -0.22135
H 0.86538 -2.53190 -1.55428
H 2.58529 -0.49601 -1.64520
N 2.42145 3.80849 5.32834
C 2.22159 4.10612 6.67058
C 1.42793 5.21386 6.72864
C 1.05499 5.55523 5.41795
C 1.79635 4.75056 4.56688
H 3.12580 3.24172 4.90429
H 2.90669 3.58681 7.33150
H 1.06728 5.73955 7.63689
H 0.50210 6.38021 5.08151
H 1.83515 4.70341 3.48519
N -0.03453 -9.12925 -1.40532
C 0.25434 -10.48633 -1.50109
C -0.62115 -11.06589 -2.34412
C -1.40819 -10.03922 -2.88835
C -1.06290 -8.86213 -2.24800
H 0.39039 -8.44622 -0.74750
H 1.05478 -10.92047 -0.98240
H -0.61369 -12.09118 -2.69238
H -2.22305 -10.13139 -3.56288
H -1.49985 -7.89527 -2.31293
N 1.57745 2.57637 -3.98775
C 0.61479 2.27163 -4.86496
C -0.44603 3.15948 -4.64519
C 0.03884 4.10832 -3.72205
C 1.28584 3.66386 -3.25619
H 2.45415 2.09599 -3.95631
H 0.58666 1.45337 -5.52988
H -1.47538 3.33396 -5.06097
H -0.53247 4.97975 -3.37346
H 1.85674 4.10793 -2.44930
N -4.47935 -4.05511 -2.01279
C -4.30483 -5.19593 -2.74083
C -4.43101 -6.25315 -1.81904
C -4.52277 -5.65652 -0.56464
C -4.64669 -4.29605 -0.71757
H -4.28806 -3.07508 -2.29108
H -4.11158 -5.16452 -3.82068
H -4.37003 -7.32118 -2.00356
H -4.57403 -6.18211 0.33106
H -4.63704 -3.54229 0.06212
N -7.41190 -0.02755 3.88527
C -6.97693 -1.34705 3.82000
C -5.66573 -1.32358 4.17791
C -5.29635 0.03273 4.36721
C -6.42673 0.76451 4.31330
H -8.26989 0.35052 3.62818
H -7.68245 -2.06098 3.52115
H -5.05153 -2.16180 4.09162
H -4.27620 0.26345 4.50778
H -6.51719 1.82500 4.37205

Cartesian forces, eV/Å:
-0.3 0.3 1.0
-0.4 -1.5 -0.5
-1.1 0.8 -0.5
0.6 -1.2 1.6
-2.0 -0.7 -1.9
0.6 0.2 0.4
0.2 1.3 -0.5
0.6 0.1 0.2
0.1 -0.5 -0.1
1.4 0.8 0.3
-0.2 -0.7 1.3
0.4 -0.1 1.1
-0.1 -1.1 -0.5
-0.4 0.4 0.8
-0.1 -1.6 -1.2
0.2 0.1 -0.1
0.1 0.7 0.0
-0.2 0.8 -0.8
-0.1 -0.1 -0.7
0.4 1.6 0.2
3.0 1.5 1.3
-4.7 -2.2 -2.4
1.8 0.4 1.2
-1.2 0.4 -0.8
-0.6 -0.6 -0.6
-0.5 -0.2 1.1
0.8 0.7 0.3
0.2 -0.2 -0.5
1.0 0.5 0.2
0.5 -0.1 0.0
-0.6 -1.9 0.7
1.0 3.6 1.5
-0.4 -1.3 -1.6
0.1 -1.9 1.5
1.2 2.4 -1.8
0.0 -0.1 -0.8
-1.0 -2.4 -0.4
0.0 0.4 0.5
-0.1 0.1 -0.3
-0.4 0.8 0.6
-0.4 -0.6 0.8
-0.2 0.6 -1.2
0.7 -0.6 1.7
0.9 -0.2 -0.4
-0.5 0.3 0.8
0.1 0.2 -1.0
1.0 -0.2 0.1
0.5 0.2 -0.4
-2.0 0.2 -0.7
-0.1 0.1 0.0
-0.5 -0.6 -0.5
1.3 1.0 0.4
-2.1 -0.5 2.6
1.0 -0.5 -1.7
0.1 0.7 0.2
0.3 0.7 0.1
0.4 -0.4 -1.4
0.2 0.4 0.1
-0.3 0.2 0.1
-0.4 -1.0 0.1
-0.9 0.2 0.2
-0.9 -0.5 0.8
0.6 0.4 -0.1
0.4 0.5 0.2
1.7 -0.6 -1.8
0.1 0.3 -0.1
0.2 -0.2 0.3
-0.2 -0.1 0.0
-0.8 -0.3 -0.1
-0.2 0.1 0.7
-0.6 -0.2 0.3
-0.2 0.9 -0.7
0.8 -0.3 0.4
-0.8 0.4 0.1
0.7 -0.2 -0.8
0.1 -0.3 0.2
-0.4 -0.6 0.2
-0.4 0.4 -0.3
0.5 -0.1 0.0
0.2 0.1 0.5
0.1 2.3 1.7
0.6 -0.9 -1.1
-1.1 1.7 0.4
0.5 -0.1 -1.2
-0.6 -0.7 -1.1
0.1 -1.3 -0.1
0.3 -0.7 0.7
-0.3 -0.6 0.1
0.8 -0.4 0.1
-0.3 0.8 0.7
0.3 -1.4 -0.2
0.1 2.4 0.2
0.2 -1.4 2.1
0.4 -1.6 -2.7
-0.2 0.8 -0.9
-0.5 -0.4 0.2
0.1 0.2 0.6
-0.3 0.1 -0.1
-0.4 1.6 0.3
0.4 -0.2 0.4
-0.3 -0.6 -0.3
-1.3 1.3 0.5
0.0 -1.9 -0.9
2.0 -0.1 0.4
-0.7 0.9 0.6
0.0 -0.1 0.1
-0.7 0.3 -0.1
-0.1 0.1 0.0
0.4 -0.3 0.0
0.7 0.3 -0.3
-0.9 -0.5 0.3
1.6 -0.1 0.0
-0.9 -0.1 0.0
0.4 -0.2 -0.6
-0.5 1.7 -0.5
0.8 0.8 -0.2
-0.1 0.4 0.0
0.0 -0.2 0.8
-0.4 -0.6 -0.4
0.3 -0.8 0.7
0.0 -0.1 -0.6
0.8 0.3 1.0
-0.1 -0.3 1.0
0.9 -0.6 0.6
-0.4 -1.2 -0.5
-0.3 0.1 -0.5
-0.3 0.3 0.0
-0.1 0.2 0.4
-0.6 1.2 -0.6
-0.1 0.1 -0.6
-0.9 -0.7 -0.5
-1.3 -0.7 -1.0
1.8 0.4 1.4
1.4 1.1 0.7
0.4 0.0 0.1
1.0 0.6 0.6
-0.2 0.7 0.1
-0.6 0.6 -0.6
-1.3 -2.0 -0.7
-0.5 0.1 -0.2
1.0 0.3 -0.1
0.1 -0.2 0.5
-0.7 0.1 -0.9
-1.7 0.3 1.9
1.5 0.0 -0.5
-0.2 0.0 0.0
0.9 -0.1 -0.1
0.1 -0.2 -0.9
-0.3 -0.1 0.3
-0.4 -0.1 -0.4
0.2 -0.9 0.4
-0.6 -0.9 1.1
0.8 0.9 -0.4
-1.5 0.0 -0.5
1.1 -0.5 0.1
-0.1 0.4 0.3
0.3 0.1 -0.7
-1.0 1.6 0.1
0.2 -0.2 0.8
0.6 -0.5 -0.7
0.3 1.2 0.2
-0.1 0.8 0.4
0.1 -1.1 0.8
-0.1 0.5 -1.3
-0.4 -0.9 -0.1
0.2 -0.1 -0.1
-1.0 -0.6 -0.4
0.5 -0.2 0.0
0.0 -0.1 0.3
0.4 0.7 0.3
-0.3 0.7 -1.0
0.9 -0.3 1.3
-0.8 0.8 0.4
0.6 0.7 1.0
-0.2 -1.4 -2.0
0.9 -0.4 0.8
0.4 -0.3 -0.4
-0.1 -0.4 -0.6
-0.3 0.3 0.1
-0.5 0.4 0.6
-0.2 1.6 -0.1
-1.3 1.8 0.6
-0.4 -1.6 0.8
-0.4 0.5 -0.3
3.2 -0.4 -0.7
-0.1 -1.6 -0.4
0.6 -0.8 -0.3
-0.3 0.4 -0.3
0.1 -0.3 0.0
-1.4 0.4 0.4
-0.5 1.2 0.0
1.6 -0.7 -1.1
-1.1 0.4 1.6
1.5 -0.4 -0.9
-1.1 -0.4 0.2
0.5 -0.5 0.4
-0.6 0.2 0.4
0.4 -0.6 -0.7
-0.8 0.9 -0.1
-0.1 0.0 0.1
0.8 -0.1 0.7
0.0 1.2 0.8
0.1 -0.6 -1.3
-0.5 1.1 0.7
-0.3 -0.7 -0.5
-0.5 -0.9 -1.0
0.9 -0.3 0.7
0.0 0.1 0.3
-0.4 -0.1 -0.5
-0.1 0.5 0.0
1.5 -0.7 0.1
-2.8 0.8 0.1
-0.2 1.1 -0.5
0.2 0.0 1.3
-1.9 1.7 -0.2
0.4 -0.3 0.1
0.6 -0.8 -0.4
1.5 -0.9 -0.1
0.5 -0.5 0.0
0.4 -0.4 -0.4
0.5 2.5 -1.5
-0.3 -0.8 0.2
0.8 0.5 -1.5
-0.9 0.3 0.0
0.8 -1.0 1.7
-0.3 -1.2 -0.4
-0.3 -0.1 0.7
0.0 0.3 -0.2
-0.2 -0.7 1.4
-0.2 0.1 -0.5
0.3 -1.3 0.6
-0.7 1.9 0.3
-0.6 0.5 -0.9
0.7 -1.6 0.7
1.0 1.2 -0.8
-1.7 0.2 -0.3
-0.5 -1.2 -0.2
1.1 -1.1 0.2
0.5 0.9 0.5
-0.3 0.4 0.1

=====

Number 3 is which compound?
C96H120N24

=====

Which of these has the highest net charge?
C4H14N

=====

Number 1 is which compound?
C31H31AsBr2CsI2N6O2S